DFT (ωB97M-V with the def2-TZVPD basis set) results for C27H66LiN3O19P as an isolated structure at a distorted geometry.

## Properties
- LUMO level: -3.14 eV
- Kohn-Sham gap: 5.24 eV
- Total charge: +1

CARTESIAN COORDINATES (ANGSTROEM)
H (7.702, -1.892, 5.274)
H (0.711, 2.178, -5.080)
C (-0.803, -2.779, 3.215)
O (0.389, 5.816, -0.163)
C (1.861, 3.726, 0.881)
O (-2.315, -1.005, 4.382)
H (-0.647, -1.774, -1.224)
H (-4.122, 5.131, -0.405)
O (0.774, 0.113, 2.450)
H (-4.523, 3.542, -2.906)
O (2.264, -1.995, -1.344)
H (-0.460, 1.941, -3.792)
H (-1.296, 4.982, -1.599)
H (3.063, 1.860, -2.153)
H (-2.134, -0.457, -0.882)
C (3.829, -0.122, 2.233)
O (2.205, -5.456, 1.580)
H (1.301, 3.546, 1.763)
O (2.299, 5.121, 0.779)
H (3.143, 1.778, -4.927)
O (6.805, -0.209, 4.171)
C (5.862, -0.673, 3.340)
H (-3.419, -1.288, 7.373)
C (-2.413, -2.164, 4.771)
H (2.375, 9.315, -0.944)
O (-5.625, 1.838, -2.867)
H (2.886, 0.115, -1.248)
C (-3.478, 4.263, 0.074)
C (-2.415, -1.551, -3.203)
H (-1.842, -0.751, -3.131)
C (-4.955, 2.952, -2.152)
H (3.776, 0.914, -3.820)
H (-4.532, -1.986, 0.358)
C (1.688, -8.891, 0.927)
Li (-0.781, 0.133, 3.314)
O (0.851, -1.353, 0.587)
H (-3.557, -0.287, -1.344)
O (-1.048, 0.015, 1.459)
H (-4.328, 3.845, 0.545)
H (-5.698, 3.266, -1.264)
H (-0.607, -3.319, -2.401)
H (-3.338, -1.133, -3.601)
H (1.159, 3.502, -0.115)
O (5.082, 0.248, 2.858)
H (1.472, 2.080, -1.760)
H (1.704, -1.959, -0.454)
H (1.694, -9.778, 1.647)
H (-4.552, -2.955, -2.161)
H (8.296, -1.751, 3.796)
C (1.569, 5.967, 0.134)
H (-0.015, 0.938, -4.643)
H (-1.869, 2.124, 0.625)
H (3.534, -0.933, -2.662)
C (-3.583, -1.519, 0.344)
C (1.783, 8.393, -0.884)
N (1.674, 1.156, -3.482)
C (1.917, -4.210, 0.889)
O (-1.719, -3.133, 4.266)
H (-4.393, -0.482, 6.283)
H (-2.766, 4.713, 0.835)
H (-3.442, -4.061, -1.325)
C (-1.661, 2.646, -0.198)
H (-0.799, 3.199, -0.017)
C (-1.182, -2.693, -1.545)
O (2.234, 7.282, 0.058)
H (-3.018, 1.742, -2.201)
N (-2.498, -2.196, -1.958)
H (1.188, -0.998, -3.408)
H (-2.889, -2.234, 0.866)
O (0.930, -6.474, 0.131)
C (7.842, -1.144, 4.568)
H (-0.001, -3.563, 3.139)
H (1.503, 7.901, -1.699)
C (1.962, 2.271, -2.537)
O (5.613, -1.881, 3.145)
H (-2.497, -0.424, 1.173)
C (-3.010, -1.070, -0.979)
C (2.669, -0.762, -1.917)
H (-2.234, -2.052, -4.022)
H (4.160, -0.639, 1.371)
H (-4.809, -1.844, 7.083)
O (0.736, 1.095, 0.364)
H (-1.415, -2.502, 2.325)
H (2.099, -9.008, -0.040)
H (-0.958, -3.496, -0.711)
H (1.925, 3.256, -3.014)
C (-3.976, -1.508, 6.579)
C (2.821, 0.942, -4.353)
H (-3.424, -3.904, -2.922)
H (2.223, -3.569, 1.642)
H (2.714, 3.092, 0.997)
C (-2.255, 4.209, -1.862)
C (-3.467, -3.330, -2.111)
C (1.766, -6.525, 0.996)
H (2.562, -4.150, -0.085)
H (0.997, -4.029, 0.519)
H (3.111, 0.636, 1.952)
C (1.482, -0.159, -2.682)
C (0.496, 1.529, -4.278)
H (-0.067, -2.088, 3.666)
P (0.484, -0.112, 1.110)
H (3.196, -0.779, 2.986)
H (-2.940, 4.570, -2.490)
H (0.908, 8.751, -0.401)
N (-2.771, 3.308, -0.842)
H (-4.749, 1.550, -3.484)
H (-1.491, 3.493, -2.539)
H (-0.995, 1.858, -0.792)
C (-3.658, 2.293, -1.469)
O (-3.427, -0.518, 1.288)
O (-3.346, -2.459, 5.732)
H (0.637, 0.103, -1.971)
H (8.582, -0.556, 5.020)
H (-3.946, 1.765, -0.609)
H (0.636, -9.008, 0.638)
H (2.867, 0.152, -4.912)
O (2.147, -7.615, 1.480)

These are the Mulliken partial charges, in e, on atoms 1 to 8:
1 H 0.359
2 H 0.463
3 C -0.013
4 O -0.575
5 C -0.011
6 O -0.554
7 H 0.017
8 H 0.366

---

DFT (ωB97M-V with the def2-TZVPD basis set) results for C44H47BClN6O5OsS as an isolated structure.

## Properties
- LUMO level: -3.80 eV
- Kohn-Sham gap: 6.53 eV
- Total charge: +1

CARTESIAN COORDINATES (ANGSTROEM)
H (-4.156, -3.655, -2.081)
C (-3.266, -0.579, 3.290)
H (2.152, 5.131, -1.097)
C (3.333, -3.699, 0.771)
C (3.057, -1.551, -3.288)
C (-0.773, 4.347, 2.968)
C (-3.882, -3.912, -5.193)
H (-1.338, 0.154, -6.559)
C (-1.024, 2.964, 2.474)
O (1.832, -0.372, -1.291)
C (-1.869, -4.235, -3.951)
H (1.343, -1.884, 2.791)
C (4.417, -4.038, 1.566)
N (2.195, 2.000, 1.158)
C (5.076, -3.039, 2.266)
H (-4.019, -2.753, 0.212)
H (4.368, -0.583, -4.709)
C (3.908, 3.694, 1.785)
C (4.130, 1.108, 1.665)
C (-1.756, -3.785, -6.316)
C (0.402, -1.347, 2.660)
H (-3.043, 0.022, 4.163)
C (1.097, 5.134, -1.372)
H (-0.030, 1.588, -5.039)
H (1.226, 4.021, 1.106)
H (5.917, -3.281, 2.902)
H (0.546, 5.623, -0.569)
H (-4.963, -3.881, -5.246)
H (2.805, -4.465, 0.217)
H (-2.565, -0.812, -0.012)
H (-4.521, -1.926, 4.378)
C (-2.908, -0.564, -3.649)
H (4.935, 3.680, 2.143)
H (5.285, 1.036, -3.069)
C (-1.846, 0.952, 2.003)
H (2.077, -2.182, 0.023)
C (3.232, 0.085, 1.323)
C (-1.570, 0.174, -5.502)
H (3.134, -2.133, -2.371)
H (-0.548, -4.248, -0.969)
H (0.192, 4.421, 3.469)
H (-0.386, -1.842, 3.227)
Cl (-3.955, -3.334, -7.829)
C (4.655, -1.724, 2.166)
H (5.204, -1.555, -3.504)
H (-2.438, 0.305, -1.747)
H (-5.006, -3.338, 2.399)
N (0.056, 1.644, -1.170)
C (4.372, -0.869, -3.655)
N (-0.710, 1.118, 1.296)
H (-2.155, -3.601, -1.261)
H (-0.230, 3.749, -3.656)
C (-4.092, -1.683, 3.416)
C (-2.605, -0.605, -5.001)
C (-4.362, -2.473, 2.308)
H (-0.053, -4.126, -5.047)
C (-2.058, 2.102, 2.767)
H (-5.119, -4.743, -3.070)
C (3.568, -1.360, 1.362)
H (-3.180, -1.231, -5.668)
C (-2.172, 0.240, -2.791)
O (0.388, -2.278, -2.787)
C (0.589, 3.753, -1.612)
H (-3.732, -1.149, -3.262)
O (0.047, -1.427, 1.283)
N (-0.215, 2.351, 1.598)
H (4.741, -5.067, 1.641)
N (0.607, 2.793, -0.674)
H (-0.784, 5.067, 2.151)
C (-2.977, -1.042, 0.955)
H (5.171, -0.975, 2.751)
C (-3.138, -3.705, -6.339)
O (-0.766, -1.548, -1.013)
H (2.845, 1.805, -2.212)
C (-0.366, 1.919, -2.416)
C (-3.805, -2.146, 1.081)
H (-3.698, -5.350, -2.217)
C (-4.102, -4.500, -2.768)
C (-0.003, 3.227, -2.742)
H (5.159, 1.003, 1.957)
S (1.866, -0.248, -2.863)
C (-1.125, 1.007, -3.284)
N (2.053, 0.664, 1.022)
C (3.444, 2.299, 1.542)
C (2.912, -2.381, 0.670)
H (4.597, 0.104, -1.735)
C (-2.694, -0.249, 2.059)
C (-1.171, -3.738, -1.710)
C (-0.841, 0.983, -4.649)
H (-2.889, 2.293, 3.422)
H (3.291, 4.191, 2.533)
H (-1.549, 4.624, 3.678)
C (-3.262, -4.188, -3.976)
C (4.463, 0.381, -2.784)
C (3.113, 1.060, -2.963)
C (-1.130, -4.054, -5.113)
H (0.525, -0.316, 2.997)
H (-1.184, -3.641, -7.222)
H (3.007, 1.506, -3.955)
Os (0.384, -0.115, 0.024)
C (-0.475, -2.400, -1.923)
H (2.600, -2.171, -4.054)
H (0.980, 5.726, -2.276)
O (-1.158, -4.593, -2.826)
B (0.991, 2.892, 0.811)
H (3.872, 4.292, 0.874)

These are the Mulliken partial charges, in e, on atoms 1 to 8:
1 H 0.129
2 C -0.869
3 H 0.246
4 C -1.221
5 C -0.407
6 C -1.482
7 C -0.599
8 H 0.424

---

DFT (ωB97M-V with the def2-TZVPD basis set) results for C35H82FGaN as an isolated structure.

## Properties
- LUMO level: 2.32 eV
- Kohn-Sham gap: 7.51 eV
- Total charge: -1

CARTESIAN COORDINATES (ANGSTROEM)
H (-5.048, 0.371, -7.194)
H (1.875, -1.152, -5.335)
F (3.320, 1.235, -4.598)
H (-3.915, 2.397, 8.105)
H (2.833, -1.221, 4.496)
H (-2.819, 2.924, 6.010)
C (1.616, -3.232, 2.852)
C (-0.200, -2.193, 5.916)
H (-0.930, -0.793, -6.728)
H (6.798, 7.058, -0.935)
H (4.342, 7.308, -0.449)
H (-4.305, 3.834, 6.142)
H (3.666, -3.210, 3.622)
C (-5.841, 1.825, 7.342)
H (-0.724, 2.899, -5.663)
C (4.693, 6.627, -1.229)
H (-2.127, -0.314, 4.026)
H (-0.807, -2.454, 0.200)
H (-4.322, 0.595, 3.344)
H (3.781, -4.482, -3.316)
C (-0.957, 2.050, -6.311)
H (-5.071, -5.236, 0.332)
C (-2.397, 0.708, 4.288)
C (-5.484, -4.397, 2.268)
C (6.052, 7.100, -1.733)
H (-3.534, -1.966, 1.536)
H (-4.748, -3.523, 0.444)
H (-2.848, -3.768, 3.113)
H (4.364, 5.001, -3.497)
C (-2.949, -0.192, -7.150)
H (-2.059, -1.154, -5.446)
H (-5.138, -3.599, 2.926)
H (0.135, -1.706, 3.165)
C (1.315, -2.115, 5.736)
C (-3.912, 0.878, 4.317)
C (-4.364, 2.301, 4.640)
H (-1.804, 2.364, -6.929)
H (5.827, -4.026, -2.786)
C (2.806, -1.072, -4.765)
H (-5.454, 2.353, 4.573)
C (-4.329, 1.960, 7.192)
H (1.827, 0.427, -3.495)
H (1.387, -0.253, 4.665)
C (3.981, -3.815, -2.458)
C (1.223, -1.794, 3.184)
H (-3.983, 2.977, 3.867)
H (-1.869, -1.099, -0.123)
H (6.005, 8.129, -2.094)
C (2.804, 3.765, -2.665)
H (4.669, 3.278, -3.582)
H (1.591, -1.143, 2.386)
H (-5.421, -5.336, 2.823)
H (3.944, 0.845, -2.149)
H (3.645, -0.942, -5.454)
H (-0.511, 0.613, -4.782)
C (-1.357, 0.872, -5.425)
H (1.724, -3.126, 5.650)
H (-1.983, -1.673, 2.278)
H (0.534, 2.640, -7.773)
H (-6.536, -4.208, 2.048)
C (1.742, -1.281, 4.526)
C (-2.496, -2.317, 1.564)
H (4.685, -0.530, -2.978)
H (1.893, -3.519, -2.317)
H (-1.948, 0.925, 5.259)
H (2.972, -1.980, -4.183)
H (-3.882, 0.966, 7.106)
H (1.389, -0.805, -0.878)
H (-2.160, 1.189, -4.754)
H (2.324, 4.545, -2.069)
N (5.192, -3.538, -2.156)
H (6.173, 4.263, -1.947)
H (-1.398, -4.054, 2.181)
C (5.124, 4.125, -1.668)
H (-3.099, -5.758, 1.716)
H (5.397, 5.172, 0.187)
H (5.074, 3.153, -1.167)
H (3.722, 4.971, -0.267)
H (-6.288, 1.335, 6.475)
H (3.480, -2.721, 1.931)
H (2.252, 3.671, -3.601)
H (2.712, -3.818, -0.781)
H (3.805, -1.193, 0.145)
H (-0.678, -2.668, 5.057)
H (-3.140, -1.139, -7.663)
H (-4.343, 0.177, 5.039)
H (-4.102, 1.252, -6.000)
H (-2.673, -4.873, 0.270)
C (3.122, -3.412, 2.696)
H (-0.627, -1.193, 6.023)
H (3.963, 6.692, -2.041)
H (-1.942, 1.374, 3.551)
H (-4.546, -0.427, -5.702)
C (4.273, 4.064, -2.936)
C (-3.907, 2.823, 6.004)
C (0.253, 1.759, -7.193)
C (2.796, -3.290, -1.741)
H (-2.370, -2.724, -0.574)
H (0.054, 0.951, -7.899)
H (3.368, -4.428, 2.382)
H (6.412, 6.479, -2.555)
H (2.704, 2.818, -2.131)
H (-2.666, 0.521, -7.929)
H (1.217, -3.924, 3.602)
H (1.139, -3.500, 1.905)
C (-3.180, -4.777, 1.234)
H (-0.470, -2.771, 6.802)
H (1.763, -1.684, 6.636)
C (2.830, 0.120, -3.812)
C (-1.785, -0.389, -6.179)
C (-1.853, -2.142, 0.192)
Ga (2.906, -1.293, -1.190)
C (-4.656, -4.466, 0.989)
C (4.711, 5.206, -0.667)
C (-2.445, -3.749, 2.095)
H (-6.099, 1.233, 8.222)
H (1.109, 1.471, -6.580)
H (-6.310, 2.806, 7.448)
C (3.729, -0.118, -2.631)
C (-4.233, 0.279, -6.475)

These are the Mulliken partial charges, in e, on atoms 1 to 8:
1 H 0.387
2 H 0.068
3 F -0.434
4 H 0.379
5 H 0.333
6 H 0.299
7 C -0.184
8 C -0.582